(1)
Here is C20H30BeF9HfNO13Zn as an isolated structure from the OMol25 dataset. Energies are from ωB97M-V with the def2-TZVPD basis set.

Geometry as XYZ:
```
76
Properties=species:S:1:pos:R:3:forces:R:3
Zn -1.834 -2.358 -0.650 -0.14 0.58 2.09
Hf 3.152 1.631 -2.132 -7.55 -0.74 9.23
Be 0.099 -3.961 -0.406 1.47 1.59 6.16
C -0.137 -2.584 2.216 0.07 1.89 -3.29
O 1.012 -3.181 1.748 2.75 -1.77 0.97
O -0.878 -2.990 1.122 -3.51 -1.37 -3.36
C -0.709 -2.844 3.636 0.85 -1.07 0.62
F -1.183 -4.072 3.747 -0.16 0.04 -0.21
F 0.307 -2.700 4.495 0.43 -0.04 -0.14
F -1.634 -1.976 4.057 -0.27 0.21 -1.05
C 2.342 -2.698 2.020 -0.50 -0.80 0.60
C 3.303 -3.751 1.495 0.56 0.93 -0.35
H 4.244 -3.470 1.971 0.28 -0.56 -0.20
H 3.078 -4.805 1.646 -0.26 0.20 0.72
H 3.447 -3.657 0.413 0.00 0.20 0.00
H 2.437 -2.541 3.094 0.15 -0.12 0.01
H 2.482 -1.735 1.520 0.03 0.04 -0.03
H 0.027 -1.514 2.036 -0.18 0.52 1.12
C -0.713 -4.653 -2.712 -0.59 1.50 -3.32
O -0.702 -3.581 -3.630 0.84 -0.05 0.09
O -0.741 -3.967 -1.484 -2.19 -0.88 -0.74
C -1.940 -5.502 -3.184 -1.21 -1.43 2.60
F -3.120 -4.943 -2.831 0.58 0.77 -0.46
F -1.925 -5.798 -4.454 0.42 0.68 -0.15
F -1.923 -6.663 -2.492 0.51 0.15 -0.08
C 0.501 -3.476 -4.425 0.30 -1.69 -1.04
C 0.277 -2.467 -5.495 -0.75 1.87 0.30
H -0.653 -2.671 -6.024 0.07 -0.11 -0.05
H 0.138 -1.500 -4.991 -0.32 0.11 -0.02
H 1.039 -2.215 -6.230 0.38 -0.92 0.13
H 0.624 -4.451 -4.907 0.16 -0.06 0.04
H 1.412 -3.329 -3.834 -0.19 0.32 0.37
H 0.153 -5.312 -2.794 0.16 0.10 0.21
C 2.557 2.175 1.426 -0.82 3.64 -0.41
O 2.435 3.527 1.078 -0.57 0.56 -0.36
O 2.879 1.624 0.170 2.28 -1.34 -5.19
C 3.544 2.174 2.637 1.79 -2.34 -0.61
F 4.733 2.693 2.405 -0.23 0.96 -0.64
F 3.032 2.745 3.710 -0.42 -0.42 -0.58
F 3.815 0.859 2.818 -0.68 -0.25 0.78
C 1.344 4.252 1.663 -0.32 1.27 0.97
C 1.270 5.690 1.155 0.97 -0.10 -0.37
H 0.536 6.258 1.724 -0.28 -0.17 -0.24
H 2.194 6.265 1.246 0.21 -0.36 0.45
H 1.109 5.727 0.075 -0.59 -0.04 0.02
H 1.491 4.267 2.745 0.06 0.04 -0.01
H 0.353 3.810 1.515 0.21 -0.64 -0.40
H 1.565 1.846 1.756 0.17 -0.80 -0.02
N 0.981 -1.088 -1.205 1.62 -3.43 2.39
O 1.666 -2.012 -0.742 -0.35 0.59 -1.17
O 1.602 -0.106 -1.723 1.36 2.74 -2.01
O -0.225 -1.120 -1.065 -0.29 2.19 -1.45
O 1.100 2.625 -1.865 3.48 -1.10 -1.21
C 0.056 3.347 -1.807 0.39 1.20 0.38
O -0.825 3.055 -0.942 -0.16 -1.31 -0.61
C -2.094 3.709 -1.287 -0.58 1.93 -0.55
C -1.733 4.895 -2.234 1.03 0.29 0.83
C -0.248 4.623 -2.509 0.47 0.00 -0.87
H -2.403 4.126 -0.334 -0.75 -0.54 -0.11
H -2.744 3.032 -1.835 -0.03 -0.49 0.78
H -1.778 5.816 -1.656 -0.19 0.01 -0.08
H -2.279 5.094 -3.152 -0.38 -0.71 0.14
H 0.341 5.413 -2.033 0.39 -0.20 0.01
H 0.068 4.589 -3.552 -0.15 0.03 -0.06
O -2.707 -0.570 0.193 0.54 -0.97 -1.17
C -2.786 0.114 1.202 -0.02 0.25 2.16
O -1.796 0.913 1.595 1.11 -0.52 -0.97
C -2.089 1.720 2.769 -1.97 0.50 -0.58
C -3.401 1.103 3.274 -0.11 0.54 1.29
C -3.908 0.138 2.220 0.81 -0.40 -0.76
H -2.221 2.735 2.392 0.07 0.01 0.03
H -1.354 1.746 3.570 0.56 -0.57 -0.58
H -4.143 1.839 3.580 0.08 0.13 -0.21
H -3.093 0.626 4.204 -0.58 -0.56 -0.10
H -4.823 0.337 1.661 -0.18 0.34 0.39
H -3.996 -0.877 2.614 -0.10 -0.06 -0.09
```
Forces are in eV/Å.

The total energy is -4552.02580 hartree. The charge is +4. The calculation puts the HOMO-LUMO gap at 3.69 eV.

Atom charges from the Mulliken analysis, given in e for atoms 1 to 5:
1 Zn 1.357
2 Hf 1.741
3 Be -0.385
4 C 0.013
5 O -0.231

(2)
Here is an isolated molecule of C20H30BrN3O4S from the OMol25 dataset. Energies are from ωB97M-V with the def2-TZVPD basis set.

Geometry as XYZ:
```
59
Properties=species:S:1:pos:R:3:forces:R:3
C -4.666 1.796 -2.591 -0.19 0.13 0.00
O -3.463 1.080 -2.719 0.29 -0.16 -0.02
C -3.259 -0.009 -1.934 0.10 -0.28 0.10
C -4.160 -0.476 -0.983 -0.06 0.34 -0.19
C -3.849 -1.578 -0.205 0.21 -0.15 0.03
C -2.639 -2.214 -0.389 -0.12 -0.13 0.12
Br -2.205 -3.710 0.692 0.00 -0.08 0.02
C -1.734 -1.778 -1.339 -0.22 0.05 -0.09
C -2.039 -0.680 -2.121 -0.17 0.08 -0.10
C -1.016 -0.118 -3.065 0.05 0.05 -0.19
N -0.299 0.928 -2.360 -0.16 -0.32 0.07
C 0.124 2.061 -2.941 0.25 0.43 0.37
O 0.019 2.287 -4.130 -0.02 0.05 -0.45
C 0.836 3.049 -2.007 -0.01 0.11 -0.27
C 2.308 2.627 -1.882 -0.15 -0.04 0.13
C 2.489 1.368 -1.034 0.57 -0.40 -0.38
N 1.677 1.402 0.174 -0.58 -0.87 -0.02
S 0.783 0.081 0.608 0.57 0.74 0.66
O 1.233 -1.033 -0.174 0.29 -0.09 -0.09
O -0.624 0.379 0.567 -0.02 0.10 0.23
N 1.200 -0.002 2.212 -0.40 0.21 -0.81
C 0.278 -0.757 3.043 -0.62 -0.33 0.04
C 0.496 -2.262 2.913 0.25 0.21 0.29
C 1.942 -2.623 3.258 -0.03 -0.20 -0.31
C 2.175 -4.123 3.117 -0.01 0.31 0.16
C 2.871 -1.833 2.332 -0.10 0.11 0.32
C 2.592 -0.335 2.447 0.61 -0.16 -0.17
C 1.083 2.677 0.504 -0.41 0.45 0.31
C 0.187 3.218 -0.619 0.14 -0.06 0.18
H -4.597 2.610 -3.312 -0.06 -0.04 0.07
H -5.534 1.173 -2.831 0.04 0.02 0.03
H -4.782 2.213 -1.586 0.00 -0.03 -0.03
H -5.104 0.019 -0.823 -0.08 0.07 -0.03
H -4.545 -1.928 0.542 -0.03 -0.03 0.03
H -0.780 -2.269 -1.455 0.07 -0.05 -0.01
H -1.476 0.330 -3.949 0.11 -0.13 0.09
H -0.315 -0.902 -3.376 -0.15 0.04 -0.05
H -0.252 0.805 -1.361 -0.20 0.26 -0.19
H 0.815 4.004 -2.542 -0.06 -0.22 0.02
H 2.718 2.445 -2.876 0.08 0.03 0.05
H 2.871 3.449 -1.434 0.03 0.02 -0.06
H 2.214 0.473 -1.595 0.16 0.15 -0.07
H 3.544 1.272 -0.744 -0.09 -0.03 -0.13
H -0.726 -0.476 2.725 -0.03 -0.05 0.25
H 0.429 -0.433 4.078 -0.01 0.03 -0.07
H -0.200 -2.793 3.563 -0.07 -0.04 -0.01
H 0.295 -2.557 1.882 -0.10 -0.11 -0.02
H 2.141 -2.327 4.295 0.00 0.02 0.02
H 1.517 -4.675 3.783 -0.06 -0.13 0.07
H 3.205 -4.375 3.361 0.11 -0.10 0.01
H 1.973 -4.441 2.097 -0.02 -0.07 -0.16
H 3.915 -2.026 2.584 0.05 -0.01 -0.02
H 2.697 -2.142 1.301 0.09 -0.08 0.01
H 3.174 0.227 1.715 0.19 0.03 0.18
H 2.845 0.024 3.451 0.00 0.04 -0.08
H 0.501 2.517 1.412 0.06 0.30 0.05
H 1.890 3.380 0.728 -0.06 -0.05 0.07
H -0.773 2.701 -0.584 -0.02 0.08 0.03
H -0.004 4.275 -0.424 -0.04 -0.02 -0.01
```
Forces are in eV/Å.

The total energy is -4217.55470 hartree. As for the structure (SMILES): COc1ccc(Br)cc1CNC(=O)C1CCN(S(=O)(=O)N2CCC(C)CC2)CC1. The calculation puts the HOMO-LUMO gap at 8.87 eV.

Atom charges from the natural (NBO) analysis, given in e for atoms 1 to 5:
1 C -0.250
2 O -0.496
3 C 0.297
4 C -0.284
5 C -0.224

(3)
Here is a 5-piece molecular cluster, C20H30F10NO16S2 overall from the OMol25 dataset. Energies are from ωB97M-V with the def2-TZVPD basis set.

Geometry as XYZ:
```
79
Properties=species:S:1:pos:R:3:forces:R:3
C -2.616 4.308 3.583 2.58 -5.16 -4.10
C -2.176 3.445 2.680 -2.23 4.11 4.10
C -1.614 2.396 1.557 -0.72 0.93 4.27
N -1.758 1.053 2.163 0.44 0.36 -1.29
C -1.240 -0.053 1.303 -0.41 -1.03 -1.83
C -0.898 -1.432 2.042 -0.75 -0.03 -0.24
C 0.166 -1.403 3.237 -2.54 -0.15 2.16
F -0.349 -2.411 4.192 1.55 1.89 -1.93
F 0.140 -0.186 4.048 0.69 -3.25 -2.63
C 1.646 -1.931 2.902 -0.31 -3.12 3.79
F 2.384 -1.934 4.163 -2.18 -0.16 -3.50
F 1.561 -3.342 2.529 -0.06 4.09 0.69
S 2.643 -1.016 1.638 3.96 2.19 -1.72
F 3.711 -0.532 2.886 -1.61 -0.66 -2.65
F 3.590 -2.431 1.428 -2.06 2.56 0.43
F 1.715 -1.510 0.330 1.07 0.97 2.58
F 1.855 0.440 1.826 0.93 -3.27 -0.43
F 3.677 -0.259 0.550 -1.86 -1.38 1.80
C -0.054 2.856 1.314 6.78 1.50 -3.65
O 0.578 3.547 2.189 -3.73 -2.68 -1.88
O 0.630 2.540 0.099 -4.65 0.29 5.19
S -2.638 2.711 0.027 3.09 3.79 -6.85
O -2.515 1.667 -1.056 -1.65 1.41 4.02
O -2.106 4.016 -0.574 -2.51 -3.60 3.00
F -4.221 3.047 0.521 1.96 -1.10 -0.48
H -2.871 4.872 4.561 0.57 -1.24 -2.52
H -2.735 0.849 2.449 0.94 0.46 -0.24
H -0.346 0.229 0.627 -1.46 0.23 1.37
H -2.107 -0.300 0.553 1.76 0.00 1.12
H -1.903 -1.869 2.449 2.06 0.79 -0.25
H -0.562 -2.197 1.226 -0.38 1.46 1.56
C -6.416 -1.859 4.491 -0.08 -0.33 0.26
O -5.919 -0.766 3.721 -0.25 0.24 -0.39
C -6.789 -0.293 2.806 0.03 0.18 -0.15
O -7.906 -0.712 2.604 0.69 0.21 0.19
O -6.196 0.726 2.157 -0.14 -0.59 0.45
C -7.006 1.330 1.149 -0.22 0.35 -0.45
H -5.635 -2.157 5.193 0.06 0.26 -0.21
H -7.298 -1.558 5.063 0.02 -0.08 -0.21
H -6.645 -2.712 3.847 -0.13 0.17 0.06
H -7.911 1.759 1.586 0.05 -0.23 -0.05
H -7.258 0.605 0.371 -0.09 0.03 0.20
H -6.428 2.136 0.694 0.13 -0.23 0.27
C 9.086 -6.243 1.063 0.11 -0.35 0.05
O 8.805 -4.853 0.915 -0.37 0.14 -0.04
C 7.493 -4.564 0.794 -0.24 0.35 -0.04
O 6.586 -5.365 0.802 0.65 0.40 0.00
O 7.370 -3.231 0.662 0.44 -0.80 0.00
C 6.023 -2.776 0.523 -0.29 0.15 0.03
H 10.168 -6.358 1.151 -0.13 0.30 -0.04
H 8.622 -6.636 1.971 -0.08 0.01 -0.21
H 8.751 -6.800 0.184 -0.11 0.04 0.19
H 5.439 -3.030 1.408 0.45 -0.18 -0.29
H 5.566 -3.195 -0.377 0.01 -0.07 0.20
H 6.044 -1.690 0.425 0.26 -0.18 0.06
C -0.875 -0.307 -3.709 -0.07 0.70 -0.08
O -0.944 -1.667 -3.278 0.44 -0.75 -0.26
C -0.074 -2.487 -3.894 -0.14 0.39 0.08
O 0.725 -2.168 -4.746 -0.47 -0.34 0.50
O -0.246 -3.729 -3.397 0.00 0.38 -0.12
C 0.619 -4.711 -3.963 0.22 -0.28 -0.11
H -1.619 0.262 -3.147 0.09 -0.31 0.10
H 0.111 0.115 -3.498 -0.11 -0.11 -0.13
H -1.112 -0.226 -4.773 0.19 -0.08 0.09
H 1.665 -4.465 -3.763 -0.13 0.05 -0.17
H 0.442 -4.807 -5.037 0.14 0.13 0.10
H 0.393 -5.668 -3.490 -0.16 0.27 0.09
C 0.405 4.518 -2.800 -0.17 -0.56 0.63
O 0.913 5.611 -3.571 -0.39 0.65 -0.95
C 0.054 6.089 -4.487 0.15 -0.49 0.60
O -1.066 5.679 -4.697 0.67 0.41 -0.09
O 0.657 7.108 -5.135 -0.11 -0.16 0.08
C -0.144 7.716 -6.145 -0.13 0.14 -0.19
H 1.181 4.215 -2.095 -0.05 0.21 -0.14
H -0.476 4.823 -2.231 0.09 -0.15 -0.19
H 0.174 3.666 -3.445 -0.11 0.19 0.04
H -1.049 8.149 -5.710 0.02 -0.21 -0.09
H -0.398 6.992 -6.923 -0.13 0.05 0.18
H 0.439 8.519 -6.598 0.14 -0.17 0.23
```
Forces are in eV/Å.

The total energy is -3833.45999 hartree. The charge is -1. The calculation puts the HOMO-LUMO gap at 5.99 eV.

Atom charges from the Mulliken analysis, given in e for atoms 1 to 5:
1 C -0.708
2 C -0.747
3 C 1.191
4 N -0.121
5 C -0.386